Record 1
DFT (ωB97M-V with the def2-TZVPD basis set) results for 40 unconnected molecules or ions with the total composition C48H174NO40.

Results
energy: -4996.9411 hartree
maximum force: 2.25 eV/Å
charge: -1
2S+1: 1

Each line ends with the Mulliken charge.
CARTESIAN COORDINATES (ANGSTROEM)
H 5.598 -1.687 -2.658  0.390
H 1.139 -2.166 0.926  -0.156
C 1.142 -1.341 1.638  0.441
H -0.216 6.133 -0.603  0.311
H -4.777 0.928 3.519  0.449
C 5.803 -2.476 6.352  -0.238
H 6.736 3.417 -2.607  -0.093
O -5.686 3.599 -7.463  -0.558
H -7.820 0.134 1.520  0.214
O 4.154 3.158 -6.029  -0.569
C 0.244 -5.588 2.918  -0.042
C -7.994 -0.695 0.833  -0.644
H 4.529 -2.031 -0.303  -0.213
C -5.991 2.906 1.037  -0.586
H 0.792 -1.523 -7.425  0.264
H -4.080 2.570 -7.674  0.171
C 3.651 2.026 -5.290  0.142
H -0.775 0.770 2.527  -0.455
H 4.155 -4.225 -4.890  0.341
C -1.050 -1.344 -6.887  -0.405
H 0.498 -2.503 -3.874  -0.237
O 0.668 -0.363 5.624  -0.229
H 1.030 -3.597 7.963  0.407
N -0.595 -0.359 0.026  0.678
H -5.819 -4.336 2.413  0.255
H -7.815 -1.605 1.406  0.241
H -0.862 1.041 5.246  0.213
H -3.921 -3.583 3.638  0.307
H -1.928 -3.649 -4.465  0.194
H 0.513 -1.718 2.446  -0.666
H -2.800 -2.225 -3.803  -0.394
H -6.266 -0.778 -0.053  0.283
O -4.554 -4.184 4.037  -0.523
H -3.211 4.788 -2.097  0.004
H 6.074 -0.003 0.831  0.325
H 2.335 1.828 -1.465  0.498
H 1.852 -7.925 0.943  0.411
H 3.151 1.478 5.947  -0.008
H 3.286 -3.279 0.065  -0.007
H 0.252 -1.009 6.199  0.058
C 1.149 -3.360 -4.048  -0.009
H 0.918 1.115 2.812  -0.638
H -1.512 3.008 -4.239  0.257
H 0.477 -8.835 -0.852  0.250
C 1.757 0.517 0.148  -0.518
H -4.978 4.459 -0.638  0.535
H -6.535 1.134 -3.480  0.113
C -2.897 -3.248 -4.168  0.146
H 7.386 4.769 -3.235  0.328
O -4.688 3.420 0.720  -0.438
H 0.689 4.365 5.786  -0.112
C 2.744 -3.383 4.324  0.393
H 3.190 4.655 2.546  0.377
H -1.169 2.531 -0.186  -0.529
H -1.092 -2.416 -7.076  0.489
H 0.304 4.604 0.201  -0.279
H 5.040 1.234 1.743  0.052
H -7.574 -0.593 -3.681  -0.119
H -3.763 -1.320 0.138  -0.426
H -5.925 2.370 1.984  0.168
H 0.124 1.577 -2.693  -0.015
H 3.479 -3.253 -3.273  0.394
H -4.157 -0.147 -7.071  0.059
H 1.879 -3.092 -4.812  0.098
O 5.069 -3.345 1.093  -0.697
C 0.609 5.593 -0.139  0.256
H -6.942 -2.171 -3.512  0.178
H -0.506 -4.943 3.377  -0.277
H 4.246 -6.838 2.146  0.317
H -0.454 3.773 -6.058  0.509
O -0.810 5.526 2.769  -0.563
H -6.199 2.199 0.234  0.104
H -2.626 -0.713 -1.888  -0.073
O 0.057 2.149 -6.982  -0.239
C 1.077 -2.538 7.710  -0.230
H 0.790 0.080 -2.348  0.102
C -4.861 2.022 -3.068  0.053
C 5.615 0.308 1.769  -0.694
H 6.223 3.837 -4.312  0.170
C 5.455 0.148 -2.188  0.075
C -5.798 -3.956 3.435  -0.638
O 3.912 -3.986 3.728  -0.791
H -5.982 -2.822 -0.883  0.475
H -5.061 -0.164 -5.022  0.172
O -4.692 -1.562 0.120  -0.345
O -0.128 -6.140 6.433  -0.647
O 4.857 -0.805 2.287  -0.236
H -4.123 2.685 0.970  0.208
C 0.128 0.935 5.690  -0.379
H -3.686 4.144 -6.963  0.288
C -0.888 3.902 -4.260  -0.387
H 6.049 -1.711 5.616  0.153
H -1.854 4.687 1.139  -0.058
O -0.837 4.468 -5.517  -0.659
O -3.919 -3.368 -5.175  -0.627
H -1.143 -1.017 -2.788  -0.864
H -4.300 2.957 -5.908  0.030
H -9.035 -0.708 0.512  0.291
H -2.645 1.567 -0.205  -0.460
C -4.936 -2.528 -0.970  -0.376
O 2.452 -7.820 1.685  -0.696
H 6.421 -2.550 7.246  0.349
C 0.364 0.944 -1.839  -1.280
H 3.991 5.064 -3.303  0.109
H 0.770 1.603 5.116  -0.084
H 0.576 6.149 1.688  0.523
H 1.025 2.206 -8.731  0.321
H 0.357 1.237 -6.980  0.026
H 0.024 1.992 1.616  -0.881
H -2.128 2.290 -1.631  -0.365
C -1.667 4.571 2.206  0.148
H -0.073 3.579 -8.496  0.323
C 3.620 -7.074 1.286  -0.393
H -4.374 -0.401 2.433  -0.013
O -0.228 -2.005 7.564  -0.481
H 2.314 -0.075 4.598  -0.784
H 1.835 4.198 3.646  -0.167
C -1.716 -0.249 -2.269  -1.370
H 2.399 -0.281 -0.225  0.357
H 1.876 -3.448 3.668  -0.527
H -6.098 -2.910 3.488  0.196
H -5.373 2.980 -2.975  0.506
H 4.054 0.016 6.198  0.167
H 4.747 -3.705 -0.872  0.318
H 0.851 -7.136 -2.355  0.436
H -4.779 1.583 -2.074  0.167
O 1.791 -3.695 -2.860  -0.442
C 4.567 -3.219 -4.817  -0.849
H 4.216 5.266 7.568  0.348
H 2.701 5.958 6.828  0.292
C 4.349 -3.081 -0.072  0.279
O -7.175 -0.604 -0.309  -0.398
C 0.534 -0.071 0.942  2.168
H 1.766 5.903 -3.227  0.086
C 0.168 0.994 2.030  0.997
H 2.807 -2.335 4.618  -0.079
H -8.360 -1.893 -4.539  0.354
H -2.170 -5.952 6.837  0.399
H 2.328 1.168 0.810  -0.785
H -0.525 -2.753 4.353  -0.169
H -2.153 -3.802 -0.670  -0.604
H 1.665 -2.085 8.509  0.314
H -1.762 -6.143 5.109  0.282
O 8.128 3.051 -4.056  -0.574
O -3.334 1.344 2.153  -0.116
C -0.291 4.546 6.227  -0.290
H 5.633 -3.181 -5.044  0.275
H -0.918 -4.942 -1.281  0.429
H 0.792 -6.071 -0.960  -0.128
H -2.016 0.446 -3.053  0.834
H 4.922 6.383 -0.824  0.268
H 6.441 0.533 2.444  0.366
H 0.369 -6.225 5.616  0.461
O -1.720 -0.974 0.665  2.506
H 3.945 -2.629 -5.489  0.228
H 1.334 5.565 -0.953  -0.123
H 4.105 -0.470 2.780  -0.202
O -2.200 -2.912 3.075  -0.388
O 0.236 -0.817 -7.087  -0.516
H -0.684 -1.999 8.409  0.263
H 5.063 -2.513 1.573  0.278
O 3.505 5.060 -4.131  -0.391
H -0.696 1.992 -8.952  0.242
C -1.727 1.785 -0.752  -0.190
H -0.840 -4.212 0.405  -0.246
O 3.185 0.239 4.344  0.959
H 4.693 3.748 4.173  0.257
H 2.886 3.013 2.906  -0.029
O 1.167 -6.304 3.790  -0.469
C -3.712 5.583 -1.545  -0.321
H -8.208 -1.319 -1.720  0.449
H -1.752 5.774 5.950  0.297
H 4.325 1.173 -5.218  0.330
C 2.503 6.012 -4.023  -0.569
H 0.122 3.640 -3.944  0.085
C -4.387 3.310 -6.935  -0.230
O -8.589 -1.855 -2.419  -0.579
H 4.047 -3.566 2.876  0.336
H -3.085 -3.876 -3.297  0.348
O 2.962 3.858 6.985  -0.431
H -0.182 4.660 7.305  0.365
H 3.303 -6.159 0.785  0.020
H 3.398 3.858 6.131  0.366
C 3.136 5.176 7.450  -0.816
C -1.440 -5.721 6.061  -0.357
H 4.763 1.371 5.367  0.285
H 5.574 4.596 0.112  0.461
C -0.932 0.515 -1.128  2.693
O -0.873 5.673 5.576  -0.606
C 3.845 0.792 5.461  -0.431
O -5.266 -0.958 -5.521  -0.240
H -6.710 3.722 1.113  0.418
H -1.499 -1.043 -5.941  -0.153
H -0.925 3.691 5.992  0.307
C -5.109 -0.653 -6.910  -0.536
H 1.146 -3.674 -2.150  0.086
H -6.600 -4.505 3.928  0.359
H -0.570 -2.303 -0.611  -0.338
C 2.869 4.004 3.359  0.083
C -1.552 -2.402 4.248  -0.127
O 0.510 -7.981 -0.415  -0.534
H -4.419 -2.548 -5.174  0.452
H -0.791 5.444 3.725  0.211
H -3.896 2.137 -3.561  -0.426
H 2.005 6.076 -4.990  0.321
H -1.742 -0.879 -7.589  0.331
H -2.164 -2.694 5.101  0.761
H -1.197 4.605 -3.486  0.218
O -5.022 5.193 -1.254  -0.595
H 2.505 -3.920 5.243  0.529
O 4.294 -2.815 -3.530  -0.306
H 8.244 2.210 -3.608  0.329
C 7.034 3.798 -3.584  -0.105
H 1.659 -2.503 6.789  -0.271
H 4.781 -2.305 6.692  -0.039
C 1.150 -7.039 -1.311  -0.415
O 1.179 6.303 0.957  -0.610
O 6.177 -1.055 -2.226  -0.576
H -5.242 -1.533 -7.539  0.294
H 5.257 0.591 -3.164  0.186
H -2.589 0.936 1.707  -0.468
H 0.985 2.431 -0.404  -0.731
H 4.963 3.575 -1.209  -0.167
H -2.659 4.688 2.643  0.453
C -3.953 0.403 3.036  -0.611
H 4.218 -7.748 0.671  0.335
O 3.812 4.028 4.434  -0.581
H 3.930 3.840 -5.391  0.463
H 0.810 -4.964 2.227  0.059
H 2.792 5.304 8.476  0.258
H 6.036 0.851 -1.592  0.046
H -1.837 -2.448 2.316  -0.216
H -1.448 -4.672 5.767  -0.051
H 1.794 -6.712 3.189  0.220
O -5.676 1.208 -3.903  -0.522
H 5.242 -3.834 4.997  0.520
H 2.988 6.982 -3.921  0.327
H 3.802 4.378 -0.072  -0.069
C 0.050 2.506 -8.347  -0.743
H 4.465 -0.054 -1.778  0.005
H -3.335 -0.003 3.837  0.051
C 4.756 4.452 -0.594  0.057
H -1.562 -1.314 4.317  -0.345
H -4.698 -2.080 -1.934  -0.165
H -3.638 6.470 -2.173  0.411
H 2.235 -7.142 -1.285  0.358
C -1.098 -4.075 -0.645  0.037
H 0.514 -4.126 -4.492  0.299
O 4.655 5.642 -1.373  -0.572
H 2.671 1.750 -5.681  0.015
H 0.047 1.432 6.657  0.373
C 1.413 1.583 -0.938  -0.003
O -0.235 -3.057 -1.102  0.534
H -5.943 2.855 -8.014  0.315
H -3.111 5.780 -0.657  0.100
O 5.818 -3.784 5.763  -0.627
H -0.263 -6.322 2.293  0.540
C -7.887 -1.633 -3.592  -0.159
H -4.313 -3.410 -0.813  0.241
H 3.449 2.256 -4.244  -0.243
H 2.137 -1.280 2.077  -0.367
H -5.927 0.058 -7.024  0.265
H -1.255 3.569 2.319  -0.050



Record 2
DFT (ωB97M-V with the def2-TZVPD basis set) results for 5 unconnected molecules or ions with the total composition C22H39FI2N4O7.

Results
energy: -2302.5409 hartree
maximum force: 4.87 eV/Å
charge: 0
2S+1: 1
structure (SMILES): C[C@@H](I)[C@H](I)C1=C(CCCF)C(=O)OC1=O.CN(C)C=O.CN(C)C=O.CN(C)C=O.CN(C)C=O

Each line ends with the Mulliken charge.
CARTESIAN COORDINATES (ANGSTROEM)
H 0.630 1.870 -4.081  0.294
H -3.988 -3.154 2.106  0.328
C -1.802 1.950 -0.174  0.426
N 1.172 -1.417 3.206  0.174
N 5.665 -3.725 -4.439  0.118
C 0.435 -0.294 3.439  0.113
H 3.986 1.099 -2.684  0.314
H 7.133 -5.230 -4.418  0.302
O 1.617 2.508 -2.429  -0.642
C 5.826 -3.449 -3.114  0.082
C -0.024 3.889 0.425  -0.836
C -1.870 0.353 0.082  0.170
H 0.034 -1.952 1.520  0.184
H 2.875 0.165 -1.661  0.210
C -2.369 -2.327 4.747  -0.703
C -0.366 3.774 1.983  0.441
H -0.378 -0.153 2.707  0.326
H 6.592 -4.077 -2.632  0.242
H 1.898 -1.839 5.112  0.307
H -6.091 5.794 1.479  0.404
O -5.307 -4.346 4.236  -0.579
H 2.994 -0.905 4.075  0.292
H 5.761 -5.500 -5.519  0.328
H 0.660 -3.303 2.494  0.346
O 5.208 -2.604 -2.492  -0.557
H -2.175 -2.809 5.707  0.315
H 2.768 -2.650 3.782  0.404
C 3.264 0.278 -2.675  -0.685
C 1.435 1.722 -3.343  0.158
N -3.559 -2.868 4.124  0.169
C -3.475 4.029 -0.368  -0.414
O -1.060 -0.528 -0.242  -0.556
H 7.009 -4.289 -5.923  0.327
H 3.700 -3.114 -4.755  0.277
H 1.120 4.040 0.358  0.355
H -3.899 -4.176 5.681  0.250
H -5.586 6.213 -0.238  0.399
O 0.621 0.495 4.346  -0.658
H -6.427 4.538 0.174  0.361
H -3.591 5.700 1.100  0.424
H 1.763 -2.363 1.450  0.376
H 3.756 -0.645 -2.984  0.196
H 1.044 0.076 -5.269  0.308
H 4.941 -1.910 -5.157  0.242
H 1.656 -1.282 -4.294  0.280
H 2.773 -0.343 -5.324  0.295
H 0.133 2.846 2.440  0.119
O -3.107 0.273 0.795  -0.115
H -2.509 -1.255 4.906  0.300
H -1.516 -2.492 4.083  0.166
O -5.159 0.998 -0.211  -0.549
C 4.688 -2.972 -5.200  -0.826
H -0.465 4.835 -0.069  0.328
C 1.890 -0.287 -4.682  -0.822
C 2.277 -1.728 4.093  -1.039
H -3.279 -1.566 2.505  0.157
I -4.628 4.111 -2.245  0.088
C -4.218 4.763 0.851  -0.160
F -0.029 5.005 2.640  -0.347
C -4.301 -3.852 4.708  0.072
H -4.976 -1.925 2.924  0.328
C 6.441 -4.748 -5.110  -0.936
I -4.384 3.619 2.688  0.074
H -1.490 3.616 2.080  -0.228
C 0.886 -2.309 2.100  -0.844
C -5.692 5.345 0.491  -1.394
H -2.494 4.587 -0.602  0.405
C -3.981 1.204 0.102  0.094
C -0.358 2.572 -0.423  -0.314
H 4.674 -3.304 -6.239  0.386
C -3.969 -2.342 2.837  -0.785
N 2.169 0.599 -3.572  0.153
C -3.107 2.509 -0.142  0.396
H -0.330 2.890 -1.533  0.128
H 0.465 1.770 -0.335  0.257